Record 1
Formula: C6H10
Source: the OMol25 dataset
Level of theory: wB97M-V/def2-TZVPD

- spin multiplicity = 1
- energy above the lowest of the compared OMol25 structures with the same formula, charge and spin (kJ/mol) = 292.7
- highest occupied orbital energy (eV) = -8.9
- HOMO-LUMO gap (eV) = 10.1

```
16
Properties=species:S:1:pos:R:3:forces:R:3
C 0.1136 2.1622 0.0222 2.026 -2.575 -2.628
C -0.8449 0.9845 0.0628 0.770 0.699 1.513
C -0.2808 -0.1364 0.8930 -0.666 -1.275 0.391
C -0.9734 -1.5281 0.8437 -0.782 0.033 2.504
C 0.1034 -1.4469 0.1787 2.096 1.975 -1.555
C 1.0655 -1.7366 -0.9585 -3.462 1.263 1.030
H 0.0994 2.6333 0.9370 0.245 1.547 1.798
H 0.0365 2.7803 -0.8600 -0.769 0.693 0.124
H 1.1493 1.7201 -0.1959 -1.024 0.540 0.844
H -1.8082 1.3295 0.3816 -0.762 0.022 0.272
H -0.9211 0.5470 -0.8576 -0.651 -0.699 -2.834
H 0.2411 0.2521 1.7833 0.045 -0.808 -0.162
H -1.6421 -2.1760 1.4287 0.067 0.488 -0.850
H 1.9893 -1.9670 -0.6018 2.808 -0.395 0.825
H 1.0247 -0.8636 -1.6057 0.393 -0.002 -0.066
H 0.6478 -2.5543 -1.4514 -0.334 -1.508 -1.206
```
Forces are in eV/Å.

---

Record 2
Formula: C6H10
Source: the OMol25 dataset
Level of theory: wB97M-V/def2-TZVPD

- spin multiplicity = 1
- energy above the lowest of the compared OMol25 structures with the same formula, charge and spin (kJ/mol) = 408.1
- highest occupied orbital energy (eV) = -7.8
- HOMO-LUMO gap (eV) = 7.7

```
16
Properties=species:S:1:pos:R:3:forces:R:3
C 2.1249 -0.1153 0.1435 0.084 0.002 -0.055
C 0.6735 -0.3206 0.5541 -0.036 0.062 0.085
C -1.2335 -1.5397 -0.8125 0.019 0.301 -0.164
C -1.9886 -0.3697 -0.4421 0.199 -0.107 0.067
C -1.6126 0.7127 0.2482 -0.143 -0.104 -0.065
C -0.1605 0.9548 0.5596 0.069 -0.018 -0.021
H 2.6235 0.5815 0.8291 -0.105 -0.106 -0.093
H 2.1835 0.3129 -0.8628 0.007 -0.051 0.125
H 2.6933 -1.0512 0.1478 -0.125 0.130 0.019
H 0.6047 -0.8174 1.5268 -0.015 0.014 -0.112
H -0.9359 -1.4680 -1.8871 -0.095 0.005 0.324
H 0.2169 -1.1121 -0.1250 -0.018 0.068 -0.045
H -3.0308 -0.4762 -0.7685 0.100 0.005 0.029
H -2.3438 1.4699 0.5104 0.083 -0.057 -0.049
H 0.2430 1.6681 -0.1735 0.005 -0.065 0.046
H -0.0554 1.4448 1.5351 -0.029 -0.080 -0.089
```
Forces are in eV/Å.

---

Record 3
Formula: C6H10
Source: the OMol25 dataset
Level of theory: wB97M-V/def2-TZVPD

- spin multiplicity = 1
- energy above the lowest of the compared OMol25 structures with the same formula, charge and spin (kJ/mol) = 507.3
- highest occupied orbital energy (spin up / spin down) (eV) = -7.3 / -7.3
- HOMO-LUMO gap (spin up / spin down) (eV) = 7.2 / 7.2

```
16
Properties=species:S:1:pos:R:3:forces:R:3
C -1.5285 1.5330 0.0142 -0.067 -0.025 -0.033
C -0.3289 0.8048 0.5872 -0.039 0.292 0.212
C 0.6414 -0.5206 -0.7501 -0.005 -0.019 0.038
C 1.9865 -1.1517 -0.6357 -0.007 -0.041 -0.030
C -0.3939 -0.8336 0.1083 -0.038 -0.319 -0.011
C -1.0632 -1.8073 0.7007 0.204 0.366 -0.026
H -1.5019 1.5384 -1.0819 0.007 -0.003 0.155
H -2.4521 1.0361 0.3217 0.122 0.074 -0.058
H -1.5509 2.5758 0.3520 0.026 -0.139 -0.047
H 0.5867 1.3943 0.4536 -0.120 -0.170 -0.036
H -0.3952 0.6084 1.6578 -0.016 -0.003 -0.105
H 0.4982 0.2531 -1.5040 0.026 -0.080 0.119
H 2.5830 -0.6834 0.1598 -0.130 -0.054 -0.113
H 1.8464 -2.2030 -0.3565 0.035 0.107 -0.016
H 2.5539 -1.0643 -1.5669 -0.080 0.005 0.118
H -1.5105 -1.5547 1.6723 0.081 0.009 -0.167
```
Forces are in eV/Å.

---

Record 4
Formula: C6H10
Source: the OMol25 dataset
Level of theory: wB97M-V/def2-TZVPD

- spin multiplicity = 1
- energy above the lowest of the compared OMol25 structures with the same formula, charge and spin (kJ/mol) = 148.4
- highest occupied orbital energy (eV) = -9.9
- HOMO-LUMO gap (eV) = 10.8

```
16
Properties=species:S:1:pos:R:3:forces:R:3
C 2.5602 0.4108 0.0788 -0.440 0.089 -0.082
C 1.3583 0.4559 -0.0104 0.521 -0.074 0.030
C -0.0728 0.0830 -0.0104 0.036 0.001 -0.012
C -1.0120 0.9453 -0.8654 0.015 0.080 -0.064
C -0.5538 0.1526 1.4521 -0.022 -0.056 0.069
C -0.0389 -1.3320 -0.6261 -0.073 -0.149 0.007
H 3.6189 0.3000 0.1481 -0.121 0.247 -0.028
H -1.0773 1.9789 -0.5119 0.109 -0.132 -0.024
H -2.0162 0.5060 -0.7988 0.180 0.116 -0.038
H -0.7195 0.9474 -1.9198 0.039 0.038 0.153
H 0.0189 -0.5147 2.1029 -0.068 0.032 -0.142
H -0.4151 1.1756 1.8233 -0.047 -0.199 -0.058
H -1.6194 -0.0902 1.5367 0.161 -0.059 -0.091
H -1.0268 -1.8018 -0.6602 0.034 0.108 0.092
H 0.3359 -1.2391 -1.6529 -0.126 -0.103 0.178
H 0.6596 -1.9777 -0.0862 -0.199 0.061 0.010
```
Forces are in eV/Å.

---

Record 5
Formula: C6H10
Source: the OMol25 dataset
Level of theory: wB97M-V/def2-TZVPD

- spin multiplicity = 1
- energy above the lowest of the compared OMol25 structures with the same formula, charge and spin (kJ/mol) = 167.6
- highest occupied orbital energy (eV) = -9.3
- HOMO-LUMO gap (eV) = 10.4

```
16
Properties=species:S:1:pos:R:3:forces:R:3
C 2.2762 -0.9529 0.7793 0.092 -0.038 0.073
C 1.6474 -0.0837 -0.2123 -0.275 0.332 -0.266
C 0.8989 0.5529 -0.9131 0.280 -0.390 0.390
C -0.4425 0.8949 -1.4132 0.001 0.004 -0.026
C -1.3505 -0.0599 -0.6035 -0.119 -0.048 -0.054
C -1.4440 0.3554 0.8747 -0.035 0.010 0.037
H 2.1485 -2.0037 0.4985 0.120 0.150 -0.026
H 3.3382 -0.7536 0.9267 -0.045 -0.015 -0.013
H 1.7552 -0.8139 1.7345 0.186 0.010 -0.086
H -0.5363 0.7221 -2.4910 0.058 -0.011 0.161
H -0.6987 1.9468 -1.2312 0.064 -0.181 -0.003
H -2.3423 -0.1568 -1.0563 0.036 0.165 0.058
H -0.8727 -1.0419 -0.6764 -0.234 0.078 -0.020
H -0.6039 1.0010 1.1531 -0.105 -0.114 -0.075
H -1.4064 -0.5097 1.5446 -0.117 0.097 -0.111
H -2.3670 0.9030 1.0856 0.092 -0.047 -0.040
```
Forces are in eV/Å.

---

Record 6
Formula: C6H10
Source: the OMol25 dataset
Level of theory: wB97M-V/def2-TZVPD

- spin multiplicity = 1
- energy above the lowest of the compared OMol25 structures with the same formula, charge and spin (kJ/mol) = 95.6
- highest occupied orbital energy (eV) = -8.7
- HOMO-LUMO gap (eV) = 9.6

```
16
Properties=species:S:1:pos:R:3:forces:R:3
C 0.5603 -0.7636 -2.0066 -0.066 0.030 0.045
C -0.7031 -0.3505 -1.8719 0.131 -0.040 -0.047
C -1.3760 0.3030 -0.7350 0.035 0.048 0.173
C -0.8903 0.7883 0.4164 -0.081 -0.052 -0.121
C 0.5203 0.7839 0.9350 0.034 0.059 -0.087
C 0.7560 -0.3866 1.9000 0.004 -0.071 0.045
H 1.3124 -0.6667 -1.2316 -0.141 -0.064 -0.082
H 0.8853 -1.2287 -2.9333 -0.078 0.064 0.129
H -1.3646 -0.5275 -2.7205 0.106 0.057 0.104
H -2.4510 0.4082 -0.8770 0.147 -0.014 0.034
H -1.6224 1.2216 1.0994 0.085 -0.063 -0.097
H 0.7032 1.7259 1.4675 -0.049 -0.130 -0.071
H 1.2410 0.7490 0.1131 -0.115 0.032 0.132
H 0.6071 -1.3465 1.3935 0.031 0.142 0.054
H 0.0511 -0.3442 2.7383 0.106 -0.004 -0.127
H 1.7707 -0.3655 2.3128 -0.150 0.006 -0.083
```
Forces are in eV/Å.

---

Record 7
Formula: C6H10
Source: the OMol25 dataset
Level of theory: wB97M-V/def2-TZVPD

- spin multiplicity = 1
- energy above the lowest of the compared OMol25 structures with the same formula, charge and spin (kJ/mol) = 173.3
- highest occupied orbital energy (eV) = -9.9
- HOMO-LUMO gap (eV) = 11.1

```
16
Properties=species:S:1:pos:R:3:forces:R:3
C 1.7336 -0.1075 0.2989 0.176 0.052 0.111
C 0.7317 -1.1960 -0.1237 -0.177 -0.088 0.219
C -0.3186 -0.0606 -0.1638 -0.145 0.077 0.107
C 0.8416 0.9101 -0.4520 -0.066 0.224 -0.003
C -1.3925 0.4641 0.8150 0.101 -0.008 0.151
C -1.7653 -0.1146 -0.5097 -0.162 -0.013 -0.283
H 2.7915 -0.1977 0.0345 -0.214 -0.023 -0.058
H 1.6299 0.0422 1.3760 0.172 0.111 -0.061
H 0.9786 -1.5253 -1.1493 -0.365 0.187 0.272
H 0.5980 -2.0928 0.4875 -0.078 0.227 0.126
H 1.1296 0.9797 -1.5096 -0.189 -0.113 0.158
H 0.7421 1.9154 -0.0363 0.076 -0.077 -0.067
H -1.8903 0.0393 1.6855 0.773 -0.333 0.021
H -1.3861 1.5556 0.8519 0.054 -0.277 0.017
H -2.2904 0.5223 -1.2095 0.237 -0.169 -0.338
H -2.1334 -1.1341 -0.3953 -0.193 0.225 -0.374
```
Forces are in eV/Å.

---

Record 8
Formula: C6H10
Source: the OMol25 dataset
Level of theory: wB97M-V/def2-TZVPD

- spin multiplicity = 1
- energy above the lowest of the compared OMol25 structures with the same formula, charge and spin (kJ/mol) = 158.7
- highest occupied orbital energy (eV) = -9.4
- HOMO-LUMO gap (eV) = 10.7

```
16
Properties=species:S:1:pos:R:3:forces:R:3
C -1.1109 0.6672 1.4032 0.133 0.099 -0.033
C -0.0032 -0.2427 0.8179 -0.005 -0.084 0.088
C -0.5473 -1.0573 -0.3882 -0.125 -0.115 -0.073
C 0.6465 -0.6205 -1.2191 0.041 -0.236 -0.272
C 0.8638 0.8681 -1.2766 -0.151 0.189 -0.096
C 1.2470 0.1334 -0.0449 0.081 0.101 0.234
H -1.6440 0.1075 2.1869 0.233 0.103 -0.162
H -0.8093 1.6219 1.8409 0.261 -0.130 -0.036
H -1.8780 0.8804 0.6466 0.322 0.114 0.068
H 0.4094 -0.8718 1.6082 -0.381 -0.223 0.007
H -0.5868 -2.1343 -0.2067 0.070 0.111 -0.070
H -1.5265 -0.7276 -0.7574 0.119 -0.113 0.058
H 1.1531 -1.2650 -1.9309 0.035 0.149 0.138
H 0.0607 1.5971 -1.2014 -0.093 -0.196 -0.210
H 1.6732 1.1609 -1.9439 -0.146 -0.022 0.216
H 2.2836 0.0299 0.2792 -0.393 0.252 0.143
```
Forces are in eV/Å.

---

Record 9
Formula: C6H10
Source: the OMol25 dataset
Level of theory: wB97M-V/def2-TZVPD

- spin multiplicity = 1
- energy above the lowest of the compared OMol25 structures with the same formula, charge and spin (kJ/mol) = 400.1
- highest occupied orbital energy (eV) = -7.9
- HOMO-LUMO gap (eV) = 8.5

```
16
Properties=species:S:1:pos:R:3:forces:R:3
C -0.3762 1.6711 1.0122 -0.035 -0.078 -0.009
C -0.3239 1.0347 -0.3249 0.295 0.175 0.175
C -1.4590 -1.2881 0.0077 -0.035 -0.123 0.006
C -0.1426 -1.4355 0.1571 -0.078 0.075 0.065
C 0.8247 -1.0212 -0.9263 -0.033 -0.039 -0.090
C 1.0455 0.4847 -0.6609 0.056 0.087 -0.009
H -1.3797 1.7127 1.4498 0.157 0.022 -0.151
H -0.1298 2.7121 0.7274 -0.013 -0.037 -0.002
H 0.3658 1.3653 1.7693 -0.077 -0.012 -0.174
H -2.1468 -1.3766 0.8444 0.118 -0.139 -0.094
H -1.8912 -1.0450 -0.9594 0.077 -0.045 0.176
H 0.2779 -1.6603 1.1386 -0.108 0.009 -0.143
H 1.7717 -1.5712 -0.8904 -0.178 0.108 0.016
H 0.3778 -1.1778 -1.9133 0.019 0.071 0.166
H 1.4075 0.9985 -1.5621 -0.031 -0.096 0.109
H 1.8077 0.5995 0.1301 -0.133 0.022 -0.041
```
Forces are in eV/Å.

---

Record 10
Formula: C6H10
Source: the OMol25 dataset
Level of theory: wB97M-V/def2-TZVPD

- spin multiplicity = 1
- energy above the lowest of the compared OMol25 structures with the same formula, charge and spin (kJ/mol) = 125.4
- highest occupied orbital energy (eV) = -9.9
- HOMO-LUMO gap (eV) = 11.1

```
16
Properties=species:S:1:pos:R:3:forces:R:3
C -0.3181 -0.1846 -1.7290 -0.067 -0.022 -0.196
C 0.2789 0.9635 -0.8822 0.025 0.175 0.016
C 0.1655 0.0277 0.3186 -0.005 0.017 0.064
C 0.1306 -1.1740 -0.6254 0.007 -0.173 0.050
C -0.8059 0.2010 1.4433 -0.222 0.014 0.019
C 0.6808 0.1872 1.7084 0.202 -0.006 0.061
H 0.0645 -0.3326 -2.7426 -0.033 0.020 0.161
H -1.4097 -0.1106 -1.7631 0.160 -0.028 -0.020
H 1.3300 1.1391 -1.1430 -0.154 -0.006 0.043
H -0.2477 1.9229 -0.8502 0.037 -0.160 0.010
H 1.1326 -1.5711 -0.8266 -0.128 0.066 0.043
H -0.5411 -2.0006 -0.3710 0.102 0.130 -0.032
H -1.3403 1.1432 1.5396 0.123 -0.123 -0.022
H -1.3781 -0.6740 1.7452 0.099 0.156 -0.044
H 1.1081 -0.6730 2.2174 -0.089 0.105 -0.101
H 1.1498 1.1358 1.9607 -0.059 -0.163 -0.053
```
Forces are in eV/Å.

---

no.,E_tot (Ha)
1,-234.49102
2,-234.44707
3,-234.40928
4,-234.54600
5,-234.53869
6,-234.56608
7,-234.53649
8,-234.54206
9,-234.45014
10,-234.55474